(1)
C5H7N in the gas phase in a non-equilibrium geometry. Source: the OMol25 dataset; level of theory: ωB97M-V with the def2-TZVPD basis set.

```
13
C5H7N (ωB97M-V with the def2-TZVPD basis set)
C -0.36 1.50 0.10
C -0.08 0.19 0.17
C 2.37 -0.27 0.09
C 1.17 -0.62 0.47
C -1.17 -0.77 -0.21
N 3.47 0.20 -0.20
H -1.33 1.72 -0.09
H 0.29 2.25 0.16
H 0.99 -1.43 1.18
H -1.99 -0.60 0.37
H -0.85 -1.76 -0.35
H -1.59 -0.56 -1.20
H 3.96 -0.12 -1.09
```

Computed properties:
2S+1 ... 3
Kohn-Sham gap (spin up / spin down) ... 5.3901 / 6.7990 eV
DFT total energy ... -249.224631 hartree
Net charge ... 0
Relative energy (zero: lowest compared OMol25 entry of this formula, charge and spin) ... 42.6 kcal per mole

=====

(2)
A molecular structure, C5H7N2 in a non-equilibrium geometry. Source: the OMol25 dataset; level of theory: ωB97M-V with the def2-TZVPD basis set.

```
14
C5H7N2 (ωB97M-V with the def2-TZVPD basis set)
C 0.56 0.29 -2.05
C -0.38 0.55 -0.20
C 0.62 -0.85 -0.44
C 0.66 -1.96 0.53
C -0.74 1.82 0.74
N -0.19 1.11 -1.63
N 1.07 -0.82 -1.66
H -1.29 -0.01 -0.36
H -0.05 -1.76 1.25
H 1.57 -1.83 1.17
H 0.54 -2.91 -0.02
H 0.23 2.41 0.84
H -1.23 1.57 1.73
H -1.39 2.39 0.12
```

Computed properties:
Kohn-Sham gap ... 9.4271 eV
DFT total energy ... -303.779098 hartree
Net charge ... +1
Relative energy (zero: lowest compared OMol25 entry of this formula, charge and spin) ... 150.5 kcal per mole

=====

(3)
A molecular structure, C5H7N2 in a non-equilibrium geometry. Source: the OMol25 dataset; level of theory: ωB97M-V with the def2-TZVPD basis set.

```
14
C5H7N2 (ωB97M-V with the def2-TZVPD basis set)
C -2.00 0.55 0.03
C -1.01 -1.15 0.07
C -0.04 0.08 0.09
C 0.73 0.18 -1.25
C 0.80 0.34 1.30
N -2.25 -0.72 0.01
N -1.04 1.29 0.09
H -0.66 -2.09 -0.14
H 1.35 1.05 -1.17
H 0.18 0.41 -2.25
H 1.05 -0.84 -1.35
H 1.16 1.28 1.50
H 1.65 -0.30 1.03
H 0.09 -0.09 2.04
```

Computed properties:
Kohn-Sham gap ... 9.9910 eV
DFT total energy ... -303.780360 hartree
Net charge ... +1
Relative energy (zero: lowest compared OMol25 entry of this formula, charge and spin) ... 149.7 kcal per mole

=====

Question: Which of these has the lowest DFT total energy?
Answer: number 3

=====

Question: What is the relative energy (zero: lowest compared OMol25 entry of this formula, charge and spin) in the second record?
Answer: 150.5 kcal per mole